{
  "formula": "C4H12N2",
  "method": "wB97M-V/def2-TZVPD",
  "species": ["H", "N", "C", "N", "H", "H", "H", "C", "C", "C", "H", "H", "H", "H", "H", "H", "H", "H"],
  "positions_angstrom": [[3.878, 4.812, 1.535], [3.850, 4.324, 0.644], [2.781, 4.569, 0.020], [2.479, 3.932, -1.193], [2.019, 5.289, 0.335], [2.429, 4.605, -1.950], [3.251, 3.302, -1.392], [-3.624, -3.767, 1.168], [-2.685, -3.456, -0.001], [-2.064, -4.713, -0.594], [-4.545, -3.192, 1.251], [-3.207, -3.558, 2.167], [-3.923, -4.809, 1.223], [-1.918, -2.799, 0.397], [-3.306, -2.969, -0.750], [-2.371, -4.955, -1.608], [-0.975, -4.701, -0.625], [-2.266, -5.617, -0.030]],
  "e_homo_ha": -0.365,
  "smiles": "[H]/N=C/N.CCC",
  "e_above_lowest_kj_mol": 84.52,
  "orbital_gap_ev": 11.080,
  "multiplicity": 1,
  "lumo_ev": 1.1497
}

=====

{
  "formula": "C4H12N2",
  "method": "wB97M-V/def2-TZVPD",
  "species": ["C", "C", "C", "C", "N", "N", "H", "H", "H", "H", "H", "H", "H", "H", "H", "H", "H", "H"],
  "positions_angstrom": [[1.720, -3.222, 0.066], [1.489, 2.838, 0.070], [-0.490, 1.571, 0.130], [0.336, -2.928, -0.471], [-0.159, -1.828, -0.813], [0.783, 1.543, 0.381], [2.134, -3.972, -0.717], [2.441, -2.444, 0.144], [1.718, -3.781, 0.979], [0.799, 3.644, -0.130], [1.956, 2.940, 1.034], [2.212, 2.701, -0.718], [-0.917, 2.396, -0.437], [-2.560, -1.913, -1.372], [-1.007, 0.663, 0.413], [-0.337, -3.723, -0.565], [-2.669, -1.781, -0.612], [0.341, -0.934, -0.698]],
  "e_homo_ha": -0.337,
  "e_above_lowest_kj_mol": 320.98,
  "orbital_gap_ev": 10.343,
  "multiplicity": 1,
  "lumo_ev": 1.1672
}

=====

{
  "formula": "C4H12N2",
  "method": "wB97M-V/def2-TZVPD",
  "species": ["C", "C", "C", "C", "N", "N", "H", "H", "H", "H", "H", "H", "H", "H", "H", "H", "H", "H"],
  "positions_angstrom": [[-0.200, -0.687, 0.246], [1.231, -0.207, 0.285], [0.723, 1.050, -0.447], [-0.613, 1.556, -0.445], [-1.102, 2.579, 0.649], [0.203, -3.649, -0.336], [-0.530, -1.257, -0.637], [-0.991, -0.456, 1.033], [1.959, -0.863, -0.446], [1.834, -0.009, 1.245], [1.479, 1.858, -0.751], [-0.969, 1.774, -1.413], [-0.411, 2.750, 1.364], [-1.883, 2.006, 1.188], [-1.266, 3.465, 0.184], [-0.708, -3.942, -0.316], [0.556, -4.642, -0.168], [0.380, -3.457, -1.309]],
  "e_homo_ha": [-0.455, -0.429],
  "e_above_lowest_kj_mol": 514.35,
  "orbital_gap_ev": [8.628, 7.191],
  "multiplicity": 2,
  "s_squared": 1.03,
  "total_charge": 1,
  "lumo_ev": [-3.7610, -4.4862]
}

=====

{
  "formula": "C4H12N2",
  "method": "wB97M-V/def2-TZVPD",
  "species": ["C", "C", "C", "C", "N", "N", "H", "H", "H", "H", "H", "H", "H", "H", "H", "H", "H", "H"],
  "positions_angstrom": [[1.287, -0.033, 0.293], [-0.084, 0.701, 0.243], [-1.137, -0.227, -0.336], [-1.239, -1.606, -0.314], [-2.037, 0.433, -1.371], [2.241, 0.454, 1.358], [1.110, -1.096, 0.326], [1.865, 0.088, -0.628], [-0.365, 0.937, 1.328], [-0.055, 1.648, -0.274], [-2.026, -2.258, -0.719], [-0.537, -2.347, 0.108], [-2.113, -0.244, -2.177], [-1.521, 1.152, -1.920], [-2.952, 0.552, -0.919], [2.180, -0.039, 2.265], [3.267, 0.443, 1.141], [2.116, 1.442, 1.595]],
  "e_homo_ha": [-0.962, -0.980],
  "e_above_lowest_kj_mol": 126.83,
  "orbital_gap_ev": [11.397, 8.174],
  "multiplicity": 2,
  "s_squared": 0.75,
  "total_charge": 3,
  "lumo_ev": [-14.7667, -18.5052]
}

=====

{
  "formula": "C4H12N2O",
  "method": "wB97M-V/def2-TZVPD",
  "species": ["C", "C", "C", "C", "N", "N", "H", "H", "H", "H", "H", "H", "H", "H", "H", "H", "H", "H", "O"],
  "positions_angstrom": [[-0.005, 0.221, -2.133], [0.527, 1.228, -1.111], [0.190, 0.825, 0.364], [1.073, 0.405, 1.355], [0.586, -0.578, 2.282], [-1.140, 1.264, 0.846], [0.010, 0.539, -3.194], [-1.032, -0.135, -1.981], [0.623, -0.752, -2.128], [0.291, 2.277, -1.316], [1.658, 1.197, -1.135], [2.170, 0.589, 1.295], [1.226, -1.430, 2.554], [0.503, -0.066, 3.156], [-1.907, 1.393, 0.175], [-1.535, 0.749, 1.637], [-1.277, -3.210, -0.541], [-0.674, -1.954, -0.220], [-1.287, -2.564, 0.094]],
  "e_homo_ha": [0.038, -0.110],
  "e_above_lowest_kj_mol": 209.67,
  "orbital_gap_ev": [3.101, 6.922],
  "multiplicity": 2,
  "s_squared": 0.75,
  "total_charge": -1,
  "lumo_ev": [4.1370, 3.9360]
}

=====

{
  "formula": "C4H12N2O",
  "method": "wB97M-V/def2-TZVPD",
  "species": ["C", "C", "C", "C", "N", "N", "H", "H", "H", "H", "H", "H", "H", "H", "H", "H", "H", "H", "O"],
  "positions_angstrom": [[-0.079, -0.711, -2.266], [1.102, -0.097, -1.486], [0.612, 0.370, -0.126], [0.813, -0.491, 0.876], [0.299, -0.424, 2.222], [0.152, 1.663, -0.065], [0.026, -0.860, -3.313], [-1.059, -0.362, -2.009], [-0.318, -1.789, -1.926], [1.543, 0.681, -2.143], [1.844, -0.906, -1.359], [1.084, -1.497, 0.593], [0.761, -0.926, 2.895], [0.278, 0.611, 2.451], [-0.212, 2.114, -0.959], [-0.243, 2.009, 0.765], [-1.450, 0.389, 1.957], [-2.833, -0.296, 1.883], [-2.323, 0.522, 2.011]],
  "e_homo_ha": [0.047, -0.127],
  "e_above_lowest_kj_mol": 158.79,
  "orbital_gap_ev": [2.841, 7.366],
  "multiplicity": 2,
  "s_squared": 0.75,
  "total_charge": -1,
  "lumo_ev": [4.1129, 3.9013]
}

=====

{
  "formula": "C4H12N2O",
  "method": "wB97M-V/def2-TZVPD",
  "species": ["C", "C", "C", "C", "N", "N", "H", "H", "H", "H", "H", "H", "H", "H", "H", "H", "H", "H", "O"],
  "positions_angstrom": [[-0.926, 0.185, 0.105], [0.195, -0.765, 0.636], [1.529, -0.133, 0.613], [2.620, -0.826, 0.219], [1.659, 1.133, 1.243], [-0.840, 0.275, -1.358], [-0.729, 1.115, 0.631], [-1.870, -0.280, 0.399], [-0.036, -1.058, 1.684], [0.188, -1.655, 0.006], [3.625, -0.479, 0.413], [2.550, -1.794, -0.262], [1.567, 1.031, 2.273], [2.608, 1.477, 1.091], [-0.197, -0.461, -1.655], [-0.526, 1.154, -1.729], [-4.521, 0.433, -1.089], [-3.009, 0.510, -1.487], [-3.887, 0.137, -1.734]],
  "e_homo_ha": [0.039, -0.170],
  "e_above_lowest_kj_mol": 81.41,
  "orbital_gap_ev": [2.627, 8.201],
  "multiplicity": 2,
  "s_squared": 0.75,
  "total_charge": -1,
  "lumo_ev": [3.6994, 3.5649]
}

=====

{
  "formula": "C4H12N2O",
  "method": "wB97M-V/def2-TZVPD",
  "species": ["C", "C", "C", "H", "H", "H", "H", "H", "H", "C", "O", "N", "N", "H", "H", "H", "H", "H", "H"],
  "positions_angstrom": [[-0.878, 1.469, 0.611], [-1.565, 0.283, 0.603], [-1.485, -0.666, 1.775], [-0.017, 1.612, 1.246], [-1.097, 2.256, -0.093], [-2.530, 0.291, 0.103], [-0.504, -0.616, 2.248], [-1.655, -1.691, 1.443], [-2.238, -0.433, 2.531], [2.251, -0.951, -0.108], [1.686, -0.606, -1.353], [0.450, 0.132, -1.129], [0.075, 0.742, -2.319], [2.392, -0.075, 0.534], [1.611, -1.671, 0.414], [3.224, -1.389, -0.324], [-0.558, -0.338, -0.585], [0.684, 1.540, -2.485], [0.154, 0.111, -3.113]],
  "e_homo_ha": -0.309,
  "smiles": "C=CC.CONN",
  "e_above_lowest_kj_mol": 574.39,
  "orbital_gap_ev": 9.371,
  "multiplicity": 1,
  "lumo_ev": 0.9706
}